1.
A molecular structure, C7H14. Source: the OMol25 dataset; level of theory: wB97M-V/def2-TZVPD.

Each line ends with the natural charge from an NBO analysis.
Element x y z (Å)
C -0.44922 1.80635 0.53593  -0.625
C -0.34074 0.38541 -0.06601  -0.034
C -1.51826 -0.29607 -1.05764  -0.567
C -1.36791 -0.55690 0.96762  -0.591
C 1.04618 -0.18777 0.25323  -0.244
C 2.32943 0.07634 -0.50871  -0.416
C 1.67645 -1.27165 -0.56400  -0.420
H -0.37816 1.74293 1.64317  0.200
H 0.32243 2.53870 0.23999  0.218
H -1.41887 2.24357 0.29569  0.210
H -2.40121 -0.97291 -0.79874  0.200
H -2.00111 0.57379 -1.45884  0.210
H -0.95653 -0.90364 -1.73916  0.207
H -0.81042 -0.28572 1.82207  0.176
H -2.43005 -0.26015 1.09332  0.209
H -1.36722 -1.65750 0.83402  0.211
H 1.21657 -0.27832 1.34078  0.205
H 2.27645 0.70763 -1.38854  0.214
H 3.25717 0.16619 0.05928  0.214
H 2.14496 -2.10375 -0.04905  0.214
H 1.16353 -1.53426 -1.48420  0.210

Atoms 1-2, force components in eV/Å:
-0.404 -0.263 -0.360
-3.480 -2.837 2.146

Results
spin multiplicity: 1
energy relative to the best compared isomer or geometry (same formula, charge and spin): 443.9 kJ/mol
Kohn-Sham gap: 9.19 eV
lowest unoccupied orbital energy: 1.0 eV


2.
2 unconnected molecules or ions with the total composition C7H14. Source: the OMol25 dataset; level of theory: wB97M-V/def2-TZVPD.

Each line ends with the natural charge from an NBO analysis.
Element x y z (Å)
C -2.08074 -1.60284 -0.10724  -0.408
C -1.15210 -1.08389 0.69077  -0.157
C 0.31725 -1.40010 0.63795  -0.440
C 1.18192 -0.15690 0.55141  -0.221
C 2.58772 -0.25954 0.03511  -0.420
C 1.53050 0.42579 -0.78661  -0.421
H -3.12952 -1.33560 -0.00747  0.200
H -1.82918 -2.32098 -0.88590  0.190
H -1.45435 -0.36820 1.45796  0.193
H 0.59858 -1.96401 1.53918  0.216
H 0.52496 -2.05438 -0.21967  0.204
H 1.01852 0.55932 1.35633  0.211
H 3.35570 0.35271 0.49948  0.215
H 2.93517 -1.23596 -0.29406  0.210
H 1.15712 -0.08711 -1.67010  0.213
H 1.57726 1.50652 -0.88637  0.217
C -1.45733 2.26793 -1.04254  -0.856
H -0.98858 2.66332 -1.94736  0.210
H -2.41568 2.76770 -0.88083  0.211
H -0.80341 2.44919 -0.18520  0.210
H -1.61369 1.19180 -1.14844  0.224

Atoms 1-2, force components in eV/Å:
0.110 0.048 0.106
-0.135 -0.078 -0.090

Results
spin multiplicity: 1
energy relative to the best compared isomer or geometry (same formula, charge and spin): 167.2 kJ/mol
Kohn-Sham gap: 10.83 eV
SMILES string: C=CCC1CC1.C
lowest unoccupied orbital energy: 1.2 eV


3.
A molecular structure, C7H14AuOPS. Source: the OMol25 dataset; level of theory: wB97M-V/def2-TZVPD.

Each line ends with the Mulliken spin population.
Element x y z (Å)
C 1.02006 -0.56164 -3.54601  0.016
C -0.46215 -0.68663 -3.54247  0.478
C -0.95740 0.58433 -2.97052  0.073
C 0.18122 1.01712 -2.12814  0.530
C 1.36968 0.46515 -2.77939  0.058
Au -0.76500 -0.72763 -1.51421  0.605
P -0.92469 -2.73688 -0.25893  0.097
H 1.64368 -1.21125 -4.15559  -0.023
H -1.02161 -1.39199 -4.15519  0.027
H -1.94120 1.05055 -3.07957  0.039
H 2.37292 0.88795 -2.66230  -0.013
H 0.17413 1.89667 -1.48596  0.010
H 0.40893 -2.99788 0.10704  0.047
H -1.31789 -3.93209 -0.96171  0.016
H -1.51602 -2.76824 1.04288  0.057
C -1.09915 1.59701 3.15699  0.000
S 0.39808 1.24247 2.21474  0.006
C 1.45294 0.85471 3.62973  -0.001
O 0.16700 0.00684 1.37268  -0.027
H -0.84266 2.23132 4.00900  0.001
H -1.55422 0.66175 3.49681  0.001
H -1.78270 2.13914 2.49755  0.005
H 1.12616 -0.07402 4.10579  0.001
H 2.48159 0.76459 3.27522  0.000
H 1.38833 1.68864 4.33158  0.000

Atoms 1-2, force components in eV/Å:
-0.069 -0.761 -1.591
0.799 0.737 -1.898

Results
spin multiplicity: 3
energy relative to the best compared isomer or geometry (same formula, charge and spin): 0.0 kJ/mol
Kohn-Sham gap (spin up / spin down): 3.98 / 7.14 eV
<S²>: 2.009
lowest unoccupied orbital energy (spin up / spin down): 0.6 / -0.6 eV


4.
A single C7H14BNO molecule. Source: the OMol25 dataset; level of theory: wB97M-V/def2-TZVPD.

Each line ends with the natural charge from an NBO analysis.
Element x y z (Å)
B -1.10253 -1.20421 0.08337  0.933
C -0.86733 1.97335 -0.42641  -0.407
C 0.73862 1.93634 -0.02135  -0.481
C -1.80589 1.25477 0.55419  -0.286
C 1.48327 0.76258 -0.42560  -0.077
C 1.34439 -0.52661 0.39106  0.031
C -1.97106 -2.37758 -0.44257  -0.970
C 2.70696 -1.22600 0.40178  -0.624
N -1.72171 -0.09031 0.58095  -0.461
O 0.30399 -1.36458 -0.06754  -0.690
H -0.94125 3.12279 -0.61944  0.223
H -0.90781 1.61565 -1.49272  0.215
H 1.26948 2.73003 -0.48812  0.213
H 0.75502 2.16953 0.97380  0.204
H -1.89020 1.62990 1.58198  0.206
H -2.78252 1.40042 0.16883  0.251
H 2.01935 0.69033 -1.39026  0.181
H 0.97272 -0.29806 1.33249  0.165
H -2.70273 -2.06980 -1.25748  0.234
H -2.70731 -2.75374 0.36985  0.243
H -1.36883 -3.22733 -1.01245  0.241
H 3.03290 -1.66142 1.43842  0.215
H 3.43862 -0.46824 0.15734  0.213
H 2.70385 -2.01783 -0.39015  0.229

Atoms 1-2, force components in eV/Å:
2.018 -0.515 -1.212
2.799 2.312 -1.509

Results
spin multiplicity: 1
energy relative to the best compared isomer or geometry (same formula, charge and spin): 325.4 kJ/mol
Kohn-Sham gap (spin up / spin down): 9.76 / 6.97 eV
lowest unoccupied orbital energy (spin up / spin down): 0.3 / -0.8 eV


5.
2 unconnected molecules or ions with the total composition C7H14BrN2Si. Source: the OMol25 dataset; level of theory: wB97M-V/def2-TZVPD.

Each line ends with the natural charge from an NBO analysis.
Element x y z (Å)
C 0.47189 1.33949 -0.62816  -0.195
C 1.64505 1.15575 0.13688  0.280
C -0.56436 0.39792 -0.65778  0.348
C 2.67091 2.18180 0.17377  -0.694
C -1.69676 0.67684 -1.53872  -0.680
C -2.47321 -1.33092 1.13402  -0.618
C -1.61682 -1.67968 -0.11383  -0.263
N 1.91978 0.05992 0.72565  -0.769
N -0.51981 -0.76115 -0.07801  -0.608
Si 0.94294 -1.29238 0.83964  1.438
Br 5.12744 -0.05570 -0.43398  0.051
H 0.36137 2.22033 -1.18975  0.242
H 2.40430 3.17988 0.09902  0.243
H 3.57108 1.92279 -0.36032  0.271
H 3.14337 2.29781 1.19037  0.266
H -1.42233 1.50328 -2.09133  0.240
H -2.70654 0.94018 -1.07181  0.274
H -1.67601 -0.15079 -2.22678  0.250
H -2.65100 -0.29963 1.05984  0.211
H -3.28751 -2.11666 1.38842  0.260
H -1.84555 -1.58415 2.02495  0.222
H -2.27478 -1.67465 -0.97729  0.237
H -1.28398 -2.81860 -0.06796  0.240
H 1.28372 -2.73323 0.39820  -0.103
H 0.47680 -1.37845 2.26497  -0.144

Atoms 1-2, force components in eV/Å:
1.010 -0.474 1.257
-0.031 0.603 -1.628

Results
spin multiplicity: 1
energy relative to the best compared isomer or geometry (same formula, charge and spin): 178.2 kJ/mol
Kohn-Sham gap (spin up / spin down): 3.58 / 3.92 eV
lowest unoccupied orbital energy (spin up / spin down): -8.6 / -8.5 eV
total charge: +1


6.
2 unconnected molecules or ions with the total composition C7H14Cl2. Source: the OMol25 dataset; level of theory: wB97M-V/def2-TZVPD.

Each line ends with the natural charge from an NBO analysis.
Element x y z (Å)
C 0.23069 1.95098 0.08502  -0.670
C -0.40977 0.98312 -2.00848  -0.704
C 1.64997 0.07039 -0.94174  -0.680
C -1.83079 -0.70997 1.28935  -0.699
C 0.50461 -1.67546 1.59196  -0.446
C 0.39648 0.83856 -0.85754  0.169
C -0.54165 -1.10568 0.65403  -0.064
Cl 1.59339 -2.90384 0.85872  -0.051
Cl -0.71579 -2.13885 -0.66958  0.002
H -0.32016 1.79626 1.00417  0.219
H 1.24142 2.20058 0.44268  0.212
H -0.19427 2.80726 -0.29509  0.211
H 0.14148 0.62479 -2.90934  0.228
H -0.96335 1.91968 -2.14003  0.227
H -1.31503 0.22803 -2.09426  0.245
H 2.45689 0.52611 -1.45550  0.218
H 2.10254 -0.17201 0.04853  0.214
H 1.42797 -0.90940 -1.40891  0.237
H -2.27885 -1.15461 2.19423  0.226
H -1.69813 0.31028 1.71096  0.216
H -2.70065 -0.61699 0.55887  0.238
H 0.01176 -2.09383 2.48059  0.225
H 1.21124 -0.77539 1.86136  0.227

Atoms 1-2, force components in eV/Å:
2.439 -0.834 2.245
-2.941 -2.514 -3.366

Results
spin multiplicity: 1
energy relative to the best compared isomer or geometry (same formula, charge and spin): 413.1 kJ/mol
Kohn-Sham gap (spin up / spin down): 7.27 / 8.36 eV
lowest unoccupied orbital energy (spin up / spin down): 0.1 / 0.6 eV


| no. | E (eV) |
| --- | --- |
| 1 | -7481.694 |
| 2 | -7484.561 |
| 3 | -33342.286 |
| 4 | -11697.016 |
| 5 | -88375.248 |
| 6 | -32526.961 |